Entry 1:
15
Properties=species:S:1:pos:R:3:nbo_charge:R:1 method="wB97M-V/def2-TZVPD" total_energy_ev=-9304.5477 gap_ha=0.38964 relative_energy_kcal_mol=42.6
C -1.0918 0.3415 -1.4493 -0.6366
C -0.3188 0.8901 -0.2713 0.0993
O -1.0798 0.6749 0.9611 -0.5021
C -0.2002 -0.2934 1.3781 0.5659
N -0.2541 -1.0685 2.3642 -0.6910
C 0.8337 0.0562 0.3273 -0.1462
N 1.5075 -0.9103 -0.5040 -0.8243
H -1.4228 -0.6832 -1.2563 0.2247
H -0.4961 0.3474 -2.3671 0.2224
H -1.9804 0.9621 -1.6077 0.2204
H -0.0841 1.9511 -0.4001 0.1807
H -1.1238 -0.9194 2.8802 0.3546
H 1.5137 0.7375 0.8608 0.1938
H 2.2768 -0.4359 -0.9728 0.3611
H 1.9200 -1.6499 0.0570 0.3774

Entry 2:
17
Properties=species:S:1:pos:R:3:nbo_charge:R:1 method="wB97M-V/def2-TZVPD" total_energy_ev=-9787.6191 s2=0.75 gap_ha="0.17603 / 0.35264" multiplicity=2 relative_energy_kcal_mol=44.7
N -0.9389 1.7358 0.9566 -0.8586
C -0.2175 1.5659 -0.1864 0.3610
N 0.8423 0.7706 -0.2106 -0.8192
N -0.7372 2.2366 -1.2772 -0.8517
H -1.8534 2.1843 0.8813 0.3756
H -0.7903 1.0956 1.7022 0.3683
H 1.0947 0.2583 0.6351 0.3885
H 1.0226 0.2171 -1.0250 0.3699
H -0.8783 3.2313 -1.0748 0.3441
H -1.6563 1.9152 -1.5594 0.3272
C 1.5392 -1.8912 0.4817 -0.5353
C 0.3368 -2.0980 -0.1100 0.1514
O -0.7569 -2.6287 0.5442 -0.6969
H 2.3217 -1.3850 -0.1071 0.2134
H 1.7195 -2.1591 1.5203 0.2183
H 0.1542 -1.7975 -1.1356 0.1619
H -1.2022 -3.2512 -0.0354 0.4820

Entry 3:
69
Properties=species:S:1:pos:R:3:nbo_charge:R:1 method="wB97M-V/def2-TZVPD" total_energy_ev=-219559.8606 s2=0.77 gap_ha="0.29095 / 0.29517" multiplicity=2 relative_energy_kcal_mol=0.0 charge=+1
Co 0.9713 -1.1544 0.3424 0.8108
O -1.3605 -2.8434 3.7922 -0.6526
C -0.7431 -2.1708 2.8234 0.7741
O -1.1611 -2.0785 1.6942 -0.5945
C 0.4978 -1.4847 3.2873 0.0554
C 0.8083 -1.3270 4.6236 -0.1827
C 1.9345 -0.5815 4.9565 -0.1490
C 2.6968 -0.0299 3.9463 -0.1781
C 2.3261 -0.2478 2.6242 0.1057
N 1.2456 -0.9606 2.3098 -0.4535
C 3.1368 0.3405 1.4594 0.7307
O 4.0743 1.0623 1.7424 -0.6185
O 2.6938 0.0056 0.3079 -0.8263
H -2.1748 -3.2242 3.4276 0.5135
H 0.1763 -1.7699 5.3786 0.2531
H 2.2002 -0.4315 5.9942 0.2408
H 3.5766 0.5706 4.1303 0.2695
O 4.1404 -6.4506 0.6948 -0.6222
C 3.4866 -5.2885 0.6090 0.3871
C 4.0695 -4.0475 0.8551 -0.3209
C 3.2904 -2.9214 0.7433 0.0856
N 1.9884 -2.9422 0.4062 -0.5758
C 1.4616 -4.1430 0.1496 0.1664
Br -0.3409 -4.2104 -0.4100 0.1239
C 2.1456 -5.3333 0.2403 -0.3219
H 5.0638 -6.3162 0.9408 0.4978
H 5.1134 -3.9542 1.1234 0.2402
H 3.7149 -1.9417 0.9025 0.2383
H 1.6673 -6.2761 0.0231 0.2614
C -0.8236 1.3744 2.1949 -0.9566
As -0.3934 0.7916 0.3941 1.0463
C 0.3825 2.4332 -0.2898 -0.9617
C -2.1641 0.7073 -0.4352 -0.7586
C -2.9388 1.9840 -0.2927 0.0402
C -3.8134 2.1819 0.7725 -0.2501
C -4.5016 3.3788 0.9091 -0.1985
C -4.3223 4.3942 -0.0194 -0.2119
C -3.4589 4.2026 -1.0891 -0.1887
C -2.7731 3.0052 -1.2257 -0.2489
H -1.4205 2.2832 2.1423 0.2509
H 0.1039 1.5840 2.7270 0.2374
H -1.3845 0.6061 2.7243 0.2276
H -0.1452 3.2817 0.1416 0.2451
H 0.2928 2.4734 -1.3728 0.2417
H 1.4339 2.4628 -0.0052 0.2589
H -2.6701 -0.1414 0.0277 0.2457
H -1.9966 0.4834 -1.4878 0.2467
H -3.9650 1.3863 1.4937 0.2090
H -5.1829 3.5170 1.7383 0.2215
H -4.8596 5.3272 0.0850 0.2232
H -3.3248 4.9860 -1.8239 0.2186
H -2.1116 2.8564 -2.0724 0.2190
C -0.7142 -1.2114 -3.2127 -0.6551
Te 1.1641 -1.3975 -2.2195 0.6979
C 1.5925 0.5486 -2.9588 -0.6522
C 0.3145 1.0554 -3.5809 -0.0580
C 0.2356 2.3651 -4.0538 -0.1969
C -0.9283 2.8322 -4.6403 -0.2022
C -2.0291 1.9915 -4.7625 -0.1981
C -1.9574 0.6912 -4.2954 -0.1945
C -0.7885 0.2152 -3.7026 -0.0584
H -1.5173 -1.4591 -2.5198 0.2396
H -0.7395 -1.9250 -4.0344 0.2482
H 2.4086 0.4702 -3.6743 0.2506
H 1.9340 1.1611 -2.1246 0.2593
H 1.0958 3.0175 -3.9608 0.2249
H -0.9783 3.8493 -5.0058 0.2287
H -2.9410 2.3516 -5.2196 0.2293
H -2.8148 0.0352 -4.3888 0.2219